{
  "formula": "C20H44BCl4FeN4O32S",
  "method": "ωB97M-V/def2-TZVPD",
  "elements": ["Fe", "Cl", "O", "O", "O", "O", "Cl", "O", "O", "O", "O", "Cl", "O", "O", "O", "O", "Cl", "O", "O", "O", "O", "S", "O", "O", "O", "O", "O", "C", "O", "B", "O", "C", "O", "O", "C", "O", "C", "O", "O", "C", "C", "C", "O", "C", "N", "H", "H", "H", "H", "H", "H", "H", "H", "H", "H", "H", "C", "C", "C", "O", "C", "N", "H", "H", "H", "H", "H", "H", "H", "H", "H", "H", "H", "C", "C", "C", "O", "C", "N", "H", "H", "H", "H", "H", "H", "H", "H", "H", "H", "H", "C", "C", "C", "O", "C", "N", "H", "H", "H", "H", "H", "H", "H", "H", "H", "H", "H"],
  "positions_angstrom": [[5.965413, -2.337141, -2.992152], [7.870362, -7.309572, -4.770090], [8.107957, -5.950903, -5.051206], [6.486644, -7.548238, -4.535551], [8.258376, -8.067366, -5.941601], [8.737629, -7.768398, -3.675107], [1.479246, -0.360553, -3.689867], [2.352091, -0.653381, -4.816980], [0.362112, 0.459977, -4.160814], [0.967974, -1.617580, -3.275789], [2.326348, 0.254234, -2.709599], [10.067172, 1.572236, -3.312568], [9.466665, 0.386041, -3.860502], [9.190158, 2.716927, -3.478439], [10.175285, 1.376520, -1.875015], [11.334322, 1.745881, -3.902621], [5.098417, -3.638266, -7.606481], [3.869906, -3.009893, -7.296923], [5.195331, -4.093276, -8.967999], [6.073266, -2.682073, -7.260880], [5.306189, -4.798611, -6.761634], [8.444297, -2.972522, -2.352925], [7.857233, -2.367292, -3.528988], [9.575368, -2.311886, -1.753729], [7.164455, -3.041491, -1.704380], [9.285643, -4.133680, -2.548793], [6.308792, -5.715452, -1.714564], [6.872072, -6.605791, -0.970413], [6.531766, -7.926718, -0.853314], [7.483807, -8.625233, 0.010472], [8.462589, -7.557634, 0.380338], [8.089472, -6.356914, -0.108632], [8.648937, -5.301466, 0.015967], [8.166588, -9.822088, -0.619016], [8.028324, -10.860319, 0.219841], [8.322666, -12.043916, -0.024615], [7.133925, -10.360517, 1.398319], [6.925824, -9.087726, 1.286096], [6.697290, -11.056542, 2.316014], [4.569363, -5.822357, 2.615725], [3.718875, -5.658152, 1.334908], [3.423807, -7.026242, 0.676832], [2.928725, -6.713232, -0.686119], [2.611147, -7.913222, -1.399360], [2.498137, -4.923165, 1.712045], [4.117893, -6.434653, 3.396333], [4.754628, -4.809083, 2.972169], [5.528185, -6.251994, 2.325608], [4.123368, -4.976491, 0.586688], [2.736629, -7.629963, 1.269627], [4.353540, -7.593138, 0.628463], [3.528714, -8.498110, -1.463206], [2.205419, -7.693391, -2.386858], [1.837026, -8.479802, -0.881859], [2.004152, -5.552715, 2.328284], [1.902396, -5.005367, 0.900604], [14.014994, -0.541610, -2.302548], [12.734314, -1.315832, -2.409153], [12.432935, -1.829780, -3.860067], [11.318640, -2.676539, -3.839507], [10.783271, -2.748521, -5.189888], [12.676798, -2.432608, -1.453702], [14.055410, -0.092604, -1.310148], [14.059807, 0.260965, -3.038739], [14.938289, -1.120710, -2.318896], [11.931522, -0.594955, -2.254358], [13.249402, -2.358336, -4.352131], [12.235578, -0.910828, -4.412043], [10.149799, -1.885997, -5.396927], [10.117671, -3.607950, -5.270181], [11.542247, -2.913319, -5.954672], [12.770899, -2.009585, -0.541409], [13.628360, -2.739804, -1.311362], [3.429123, -5.543680, -3.875333], [3.938652, -4.170058, -3.575397], [3.647125, -3.668441, -2.140480], [4.390883, -2.459863, -1.794087], [3.868685, -1.947594, -0.560389], [5.355906, -4.096200, -3.769935], [3.535104, -5.892645, -4.902509], [2.367871, -5.650622, -3.650805], [3.959120, -6.260197, -3.247795], [3.452076, -3.451514, -4.234977], [3.757627, -4.499815, -1.444269], [2.567637, -3.603039, -2.004293], [2.861540, -1.541519, -0.466173], [4.567729, -1.156403, -0.289357], [4.013039, -2.665812, 0.246716], [5.501506, -4.499190, -4.684535], [5.713109, -4.883686, -3.248035], [5.316116, 0.594057, -5.848716], [5.957345, -0.161870, -4.709160], [5.991362, 0.564449, -3.316306], [6.248689, -0.456503, -2.333834], [6.715530, 0.149690, -1.100760], [5.197051, -1.445498, -4.577110], [5.878947, 1.526122, -5.899461], [4.307547, 0.932793, -5.611774], [5.292308, 0.037346, -6.785523], [7.004794, -0.342145, -4.950909], [5.063008, 1.064000, -3.039329], [6.796713, 1.298748, -3.333712], [5.905953, 0.612753, -0.536627], [7.550210, 0.841071, -1.216560], [7.024045, -0.597810, -0.369887], [4.244764, -1.135820, -4.708804], [5.274186, -1.747069, -5.537944]],
  "atomic_forces_ev_per_a": [[2.1351, -0.8981, -0.4128], [2.5616, -1.5835, -0.5807], [-0.1006, 1.8488, 0.2408], [-1.3445, -0.1542, 1.0151], [0.0079, -0.6660, -0.5325], [-1.3174, 0.3922, -0.1435], [0.6809, -0.4485, -3.0162], [-0.1452, 0.5244, -0.4982], [0.8801, 0.1823, 1.0026], [-0.7934, -0.8991, 1.5639], [-0.7119, 0.7101, 1.0870], [-2.5475, -1.6697, 2.2888], [-0.3346, 0.2996, -0.5326], [0.2027, 0.4573, -0.8684], [0.6729, 0.2562, -0.0525], [1.9123, 1.0178, -0.8369], [0.7114, -2.5663, 1.0652], [-2.5786, 0.3033, -0.3020], [-0.2709, 0.7091, -0.4531], [2.4341, 1.7700, -0.3181], [-0.5377, -0.0198, -0.0062], [8.5005, -2.2539, 0.1800], [-0.0463, 2.2606, -5.6799], [-1.4408, 5.5816, 2.5574], [-3.5451, -1.5948, 6.1106], [-3.2321, -4.0651, -2.1427], [2.1899, -4.9552, 4.0816], [-2.8539, 2.3738, -3.6839], [-0.2552, 1.3465, -0.3478], [1.6643, 1.8185, -0.5423], [-0.0491, 0.2912, -0.1002], [1.2473, 0.2297, -0.2426], [-0.6222, -1.1096, 0.5622], [-0.5332, -0.5335, 1.6137], [-0.5434, -1.7168, -2.1206], [-0.3262, 3.0829, 1.0409], [-0.2951, -1.9245, 2.2154], [-0.6074, -0.2344, -0.4332], [0.7621, 0.7814, -1.4732], [0.4625, 0.6455, -1.4717], [-0.6882, -0.5102, 0.7355], [0.5888, 1.5312, -1.4716], [-0.2491, -0.9448, 1.5087], [0.3597, 0.3543, 0.4753], [-0.5236, -0.6671, -0.0656], [-0.2412, -0.0174, -0.1354], [0.0265, -0.1120, 0.3313], [0.0854, -0.1217, 0.2455], [0.9799, -0.5274, 0.0820], [-0.5658, 0.0605, -0.0461], [0.1376, -0.1067, -0.3840], [-0.0634, -0.2708, -0.3131], [0.3616, 0.3343, 0.0524], [-0.0933, -0.1977, 0.3207], [-0.2192, -0.0424, 0.7631], [-0.2294, 0.5274, -0.5864], [0.4806, 0.6375, 0.2733], [-0.4755, -1.0836, -1.3464], [-0.2559, 0.4245, 1.2926], [0.0729, 0.2144, -1.9101], [-0.6743, -0.6399, 1.1322], [0.7292, 0.5348, 0.7983], [-0.1724, 0.3790, 0.1417], [0.1037, 0.0844, -0.0712], [0.0267, -0.4646, -0.5271], [-0.2836, -0.3521, 0.5126], [0.7150, -0.0889, 0.0510], [-0.0865, 0.1671, -0.4202], [0.3066, 0.3581, -0.0628], [0.0160, -0.1254, 0.4842], [0.4718, 0.3147, -0.0164], [-1.6433, 0.7412, 0.8602], [0.9151, -1.1238, -1.3806], [-0.7015, -1.1067, 0.6244], [-1.1756, 1.5282, 0.3765], [-1.0968, -1.7375, -0.3537], [-3.3936, -1.4104, 0.7693], [1.9238, 0.6671, 1.1158], [0.1753, -1.6342, -0.4160], [0.4015, 0.5604, -0.1277], [-0.2291, 0.1794, 0.1683], [0.1060, -0.0996, 0.0386], [0.0097, 0.1063, -0.2635], [1.4464, 0.0991, 0.3515], [-0.2407, 1.3172, -0.4425], [-0.1650, -0.2857, -1.1863], [-0.1885, 0.2288, -0.1110], [-0.1410, -0.4990, -0.1876], [0.6590, 0.7223, -1.2184], [0.7615, -0.1549, 0.8423], [0.1748, 1.5835, 0.7242], [-0.3055, 0.3274, 0.8709], [-0.1863, -0.4321, -1.2511], [0.5877, 2.4440, 1.2293], [-0.0650, -0.7326, 0.7891], [0.1361, 2.0858, -1.8590], [0.2171, 0.1278, -0.7598], [-0.2502, -0.4004, 0.1258], [0.3029, 0.0248, 0.0859], [-0.0273, -0.4799, 0.0651], [-0.3226, -0.0505, -0.1956], [0.1996, -0.1079, 0.1266], [-0.4946, 0.5857, -0.5933], [-0.0400, -0.1024, -0.5598], [0.3615, -0.6166, -0.7068], [-1.1322, 0.0235, 1.1628], [0.7876, -1.6178, -0.3915]],
  "mulliken_spin": [4.16, 0.00, 0.00, 0.00, 0.00, 0.00, 0.00, 0.00, 0.00, 0.00, 0.00, 0.00, 0.00, 0.00, 0.00, 0.00, 0.00, 0.00, 0.00, 0.00, 0.00, -0.04, 0.13, 0.14, 0.18, 0.16, 0.00, -0.01, 0.00, 0.00, 0.00, 0.00, 0.00, 0.00, 0.00, 0.00, 0.00, 0.00, 0.00, 0.00, 0.00, 0.00, 0.00, 0.00, 0.00, 0.00, 0.00, 0.00, 0.00, 0.00, 0.00, 0.00, 0.00, 0.00, 0.00, 0.00, 0.00, 0.00, 0.00, 0.00, 0.00, 0.00, 0.00, 0.00, 0.00, 0.00, 0.00, 0.00, 0.00, 0.00, 0.00, 0.00, 0.00, 0.00, -0.03, 0.01, 0.02, 0.01, 0.12, 0.00, 0.00, 0.00, 0.00, -0.01, 0.00, 0.00, 0.00, 0.00, 0.01, -0.01, 0.01, 0.01, -0.01, 0.03, 0.01, 0.09, 0.00, 0.00, 0.00, 0.00, 0.00, 0.00, 0.00, 0.00, 0.00, 0.01, 0.00],
  "mol_weight_g_mol": 1093.1,
  "spin_multiplicity": 6,
  "homo_lumo_gap_ev": [5.70, 4.53],
  "total_charge": -4,
  "e_tot_ha": -6941.68016
}